(1)
Computed, not measured: a 13-piece molecular cluster, C24H74O13 overall at a distorted geometry, with ωB97M-V/def2-TZVPD.

Summary:
energy relative to the best compared isomer or geometry (same formula, charge and spin) = 91.4 kcal per mole
DFT total energy = -52701.97441 eV

Last column: Mulliken charge in e.
Cartesian coordinates (Å):
O 0.2512 0.0777 1.6407  -0.306
O 1.7069 1.2905 3.7733  -0.615
O -0.4034 4.6516 -4.5053  -0.526
O 3.2797 -0.2208 -1.5224  -0.201
O 0.2973 -2.8997 -0.4392  0.019
O -1.8029 -3.3737 4.2379  -0.604
O -1.6547 -2.4507 1.5712  -0.436
O -5.4694 2.0727 -1.3937  -0.537
O 1.5499 4.3078 -1.1361  -0.501
O -4.1515 1.4479 2.7846  -0.397
O -0.3852 -2.3582 -3.1536  -0.532
O 1.2927 -0.4692 -3.8626  0.018
O 4.4645 1.8557 3.0376  -0.646
C -0.0997 0.5689 -0.7534  -0.145
C 0.4340 4.4916 -0.2283  -0.431
C -4.2004 2.6654 -1.7595  -0.394
C -3.2864 1.5632 -2.1202  -0.423
C 1.0590 -3.9862 0.0207  -0.596
C 1.8148 -0.7949 -5.1563  -0.424
C 3.9682 -1.4918 -1.4242  0.495
C 1.8765 -3.6169 1.3252  -0.825
C -5.4694 1.9726 2.8521  -0.194
C -1.6879 -2.9351 -3.3534  -0.352
C 1.6269 0.3312 4.8019  -0.295
C 5.1622 -1.2575 -0.5445  -1.305
C -6.3798 0.7640 2.4755  -1.249
C -2.6282 -2.3805 -2.3459  -0.494
C 2.3907 -2.2046 -5.1702  -0.815
C -2.2136 -1.2310 5.3486  -1.018
C 4.2772 1.3007 1.7722  0.487
C 3.8330 2.4123 0.8162  -0.599
C 2.3567 -0.9619 4.4276  -0.800
C 0.6413 4.0708 -5.2655  -0.443
C 0.9152 0.3405 0.4152  0.972
C 1.4710 3.2177 -4.4024  -0.315
C -1.2406 -2.3587 5.0691  0.369
C -2.9775 -1.9439 1.6152  -0.598
H 4.8045 -1.1994 0.4735  0.098
H 1.6345 -2.9095 -4.8100  0.112
H 4.2958 -1.8880 -2.3888  0.196
H -4.3494 3.4353 -2.5816  0.324
H -0.4393 -0.5675 1.4711  0.024
H 1.5692 1.2354 0.5102  -0.351
H 2.0988 0.7534 5.6608  0.442
H -1.5469 -2.9214 2.4367  0.112
H 2.5806 -0.0810 -5.3023  0.254
H -0.2590 -2.5553 0.2823  0.017
H -3.6514 -2.7354 -2.3956  0.500
H -7.3813 1.1017 2.3953  0.410
H -5.6349 2.8155 2.1931  0.307
H -2.7193 -1.2714 -2.3968  0.111
H 3.6288 1.9478 3.5328  0.415
H 5.6812 -0.3479 -0.8555  0.292
H 2.1809 2.5842 -4.9726  0.249
H -1.9864 -2.6216 -4.3452  0.415
H 0.4275 0.8836 -1.6955  -0.303
H -2.1694 -2.6038 -1.4048  -0.102
H -0.3905 3.8192 -0.4577  0.085
H 0.1077 3.5857 -6.0425  0.305
H 0.5170 -1.0009 -3.6649  0.295
H 3.3742 -0.6386 4.1417  0.289
H 1.5996 -0.5012 0.1912  -0.059
H 0.5612 -4.9632 0.2296  0.330
H -3.6225 -2.7107 2.1066  0.342
H 1.3119 -3.7818 2.2254  0.314
H -0.9410 -2.8070 6.0385  0.353
H -5.6881 2.3436 3.8589  0.280
H 0.2028 5.5420 -0.3147  0.326
H -2.4496 -3.9682 4.7337  0.290
H 3.7770 2.0612 -0.2081  0.108
H 0.6445 0.1240 5.1092  0.208
H -3.8357 3.2363 -0.8926  0.239
H 4.5173 3.2885 0.8389  0.362
H -3.0800 -1.0191 2.2005  0.111
H 0.7466 4.3459 0.8112  0.254
H -6.2826 0.0180 3.2094  0.325
H 2.6963 -2.5631 -6.1691  0.381
H -2.2985 2.0192 -2.3480  0.139
H -3.3644 -1.8360 0.5953  0.223
H 3.4286 -2.2840 -0.9616  -0.155
H 1.2017 4.9127 -5.7506  0.251
H 3.2744 -2.2111 -4.5621  0.128
H -0.1158 -2.5191 -2.2197  0.151
H -0.6047 -0.4139 -0.8920  -0.116
H -0.8426 1.2980 -0.4314  0.315
H 2.0238 3.8065 -3.6224  0.239
H -0.0256 5.2388 -3.8530  0.296
H 2.7288 -4.2693 1.4466  0.484
H 3.5371 0.4898 1.7602  -0.485
H -1.7509 -0.5493 6.1227  0.339
H -2.4218 -0.6748 4.4344  0.118
H 5.2284 0.9445 1.4416  0.489
H 2.5632 -0.2511 -2.1759  0.025
H 2.8666 2.7141 1.2591  0.044
H 1.9345 -1.5755 3.6357  -0.040
H 2.3306 -1.5992 5.3316  0.412
H -6.0920 2.7227 -1.1901  0.272
H 1.0594 -0.6452 -5.9465  0.361
H 0.8314 2.5060 -3.8592  -0.065
H -0.3489 -1.9577 4.5634  -0.264
H -3.1624 -1.6161 5.6093  0.439
H -1.5865 -3.9916 -3.1868  0.228
H 1.8301 3.3661 -1.0294  0.225
H -3.1711 0.7981 -1.3329  -0.089
H -6.1364 0.3424 1.5643  0.326
H 1.3251 0.8972 2.9914  0.262
H 1.7750 -4.1874 -0.7870  0.386
H 5.7784 -2.1127 -0.5801  0.530
H 2.2270 -2.5447 1.1994  -0.129
H -3.5008 2.1111 2.6156  0.213
H -3.6705 1.1390 -3.0423  0.452

Forces on atoms 1 to 6 (eV/Å):
0.07 0.52 0.22
0.16 0.60 0.49
-0.81 0.25 0.15
0.22 -0.94 0.00
-0.56 -0.02 0.10
-1.01 -1.26 0.37

(2)
Computed, not measured: a 15-piece molecular cluster, C24H84N6O15 overall at a distorted geometry, with ωB97M-V/def2-TZVPD.

Summary:
2S+1 = 2
expectation value of S² = 0.7565
total charge = +1
DFT total energy = -65889.26448 eV

Last column: Löwdin spin population.
Cartesian coordinates (Å):
O -22.8309 33.7916 -15.9676  0.000
O -22.7011 23.8800 -18.6793  0.000
O -22.1650 32.4744 -20.2814  0.002
O -29.0381 32.2016 -19.3734  0.000
O -19.1083 31.4555 -17.6270  0.005
O -27.9495 32.0606 -14.2168  0.000
O -20.5980 29.5709 -11.8823  0.000
O -26.3087 30.0449 -13.1707  0.000
O -21.7232 31.6355 -12.9112  0.000
O -31.7906 28.7771 -14.9922  0.000
O -19.3717 27.8598 -20.3106  0.120
O -25.5537 29.9357 -15.9239  0.000
O -19.5339 29.6467 -15.7833  0.000
O -22.5180 35.0975 -18.5970  0.000
O -28.6506 33.4136 -16.4602  0.000
N -21.8201 25.9647 -12.1258  0.000
N -19.7350 31.4644 -21.2653  0.609
N -25.9890 25.5836 -18.5267  0.000
N -33.5833 26.6015 -14.6829  0.000
N -22.1955 31.1180 -17.4514  0.001
N -28.2064 29.7323 -22.1139  0.000
C -29.6345 29.3970 -20.1917  0.000
C -21.1553 28.3047 -11.5021  0.000
C -34.7057 27.8699 -12.8874  0.000
C -23.4845 30.4686 -17.3834  0.000
C -21.4808 27.3232 -12.7228  0.000
C -24.7053 25.3234 -18.1113  0.000
C -23.2325 28.9479 -17.4926  0.000
C -24.7992 25.3306 -16.6103  0.000
C -19.4628 30.0365 -21.3634  0.086
C -24.0952 24.1826 -18.9464  0.000
C -19.2927 29.2702 -20.0639  0.062
C -24.3350 30.7389 -16.0326  0.000
C -28.2786 31.6023 -20.4122  0.000
C -26.5832 30.0813 -16.8260  0.000
C -22.5309 27.8437 -13.7426  0.000
C -19.2360 29.8125 -11.6205  0.000
C -22.2502 22.6159 -19.0805  0.000
C -33.6258 27.8633 -14.0388  0.000
C -30.0407 33.0612 -19.8752  0.000
C -30.5262 29.3370 -15.1430  0.000
C -32.2866 28.4767 -13.6875  0.000
C -18.3201 29.9198 -22.4125  0.042
C -29.0014 30.4581 -21.1445  0.000
C -20.6420 27.2521 -20.4224  0.011
H -19.0183 29.9685 -10.5640  0.000
H -20.6310 26.5186 -19.6162  0.007
H -19.0546 31.8893 -20.6516  0.018
H -27.3723 31.2311 -19.9337  0.000
H -30.5398 30.4268 -15.1562  0.000
H -23.4823 27.9395 -13.2194  0.000
H -25.4348 24.4878 -16.3384  0.000
H -26.1916 30.2885 -17.8219  0.000
H -21.4380 30.7441 -12.7107  0.000
H -20.3098 29.6540 -21.9329  0.001
H -28.9221 28.9747 -19.4829  0.000
H -34.2809 27.4206 -11.9897  0.000
H -21.5244 27.8764 -20.2825  0.001
H -32.8191 26.6431 -15.3421  0.000
H -34.0901 28.5041 -14.7884  0.000
H -18.9012 29.8820 -15.1045  0.000
H -20.6855 31.6592 -20.9849  0.022
H -24.1327 28.3777 -17.2633  0.000
H -23.6457 33.7985 -15.4654  0.000
H -26.8612 30.8264 -13.1857  0.000
H -29.8224 33.5354 -20.8321  0.000
H -35.5309 27.2234 -13.1859  0.000
H -18.6659 28.9648 -12.0007  0.000
H -27.0948 32.4761 -14.3315  0.000
H -29.9595 29.2193 -14.2194  0.000
H -18.9742 30.7465 -12.1178  0.000
H -26.3008 26.3063 -17.8937  0.000
H -24.1182 30.8029 -18.2049  0.000
H -22.5714 27.2229 -14.6377  0.000
H -20.8378 26.6573 -21.3146  0.002
H -22.5534 34.5542 -17.8098  0.000
H -22.2413 34.3636 -15.4762  0.000
H -21.2591 25.6915 -11.3316  0.000
H -21.1614 22.5676 -19.0705  0.000
H -24.3337 24.4348 -19.9796  0.000
H -25.2527 26.2313 -16.1965  0.000
H -27.1744 29.1662 -16.8594  0.000
H -22.4017 31.9685 -16.9473  0.000
H -30.1506 33.9115 -19.2021  0.000
H -29.8196 30.9793 -21.6414  0.000
H -29.9674 29.0251 -16.0254  0.000
H -24.0687 26.1582 -18.4045  0.000
H -22.1677 28.4688 -11.1331  0.000
H -28.9942 33.0788 -17.2885  0.000
H -27.9188 33.9761 -16.7139  0.000
H -21.8058 32.4282 -19.3953  0.000
H -22.5780 22.5178 -20.1155  0.000
H -20.4753 27.3875 -13.1386  0.000
H -22.3394 28.8797 -14.0221  0.000
H -18.3358 29.5702 -19.6367  0.002
H -20.0177 29.5122 -19.2867  0.001
H -24.5924 31.7886 -15.8913  0.000
H -27.8548 32.3634 -21.0674  0.000
H -35.1482 28.8328 -12.6323  0.000
H -21.5851 35.2640 -18.7320  0.000
H -22.7812 25.9591 -11.8154  0.000
H -31.6755 27.7609 -13.1376  0.000
H -22.5321 28.7236 -16.6881  0.000
H -18.0628 28.8624 -22.4745  0.005
H -18.6094 30.1943 -23.4269  0.000
H -30.0419 28.5206 -20.6957  0.000
H -28.6401 28.9954 -22.6514  0.000
H -23.8082 30.5799 -15.0917  0.000
H -20.6892 27.8547 -10.6256  0.000
H -22.8235 28.5993 -18.4409  0.000
H -24.7285 23.3057 -18.8119  0.000
H -32.2894 29.3442 -13.0275  0.000
H -19.7629 31.2984 -18.3075  0.001
H -28.4930 32.4345 -14.9103  0.000
H -21.6384 30.6571 -16.7462  0.000
H -21.7823 31.6595 -13.8663  0.000
H -27.4293 30.1793 -22.5790  0.000
H -26.6118 24.8313 -18.2693  0.000
H -31.0110 32.5977 -20.0537  0.000
H -33.1185 26.0759 -13.9564  0.000
H -27.3572 30.8126 -16.5930  0.000
H -19.3179 28.7421 -16.0095  0.000
H -22.6590 21.8353 -18.4390  0.000
H -22.8272 33.1641 -20.2363  0.000
H -23.8702 25.1008 -16.0887  0.000
H -30.4027 29.8983 -19.6030  0.000
H -19.3855 30.9039 -16.8954  0.000
H -17.3767 30.4263 -22.2085  0.000
H -25.7592 30.1244 -13.9504  0.000

Forces on atoms 1 to 6 (eV/Å):
0.12 -0.18 -0.28
-1.02 1.82 0.63
0.43 -0.49 -0.45
-0.15 0.11 -0.71
0.58 0.92 -1.09
0.19 -0.33 0.71

(3)
Computed, not measured: a 23-piece molecular cluster, C24H85O27PSi overall at a distorted geometry, with ωB97M-V/def2-TZVPD.

Summary:
DFT total energy = -98715.63410 eV

Last column: Mulliken charge in e.
Cartesian coordinates (Å):
P 1.0497 3.1147 -3.6401  -0.150
Si -1.8580 1.1330 4.0169  0.132
O 3.8148 -6.5098 -1.9786  -0.547
O 0.8809 -3.2293 -8.0026  -0.640
O 1.3677 -5.3747 -3.3086  -0.566
O -7.2210 6.2858 -3.3239  -0.646
O 5.8266 3.9170 1.0660  -0.638
O 2.4397 -4.4305 -0.6893  -0.668
O 0.7798 -5.2166 5.2465  -0.571
O -1.7709 -4.5534 3.4241  -0.594
O 4.2539 -1.5205 1.8438  -0.659
O 0.6617 4.4829 -4.6040  -0.572
O 3.3971 -1.7688 5.4307  -0.589
O 1.9108 1.9467 7.3796  -0.621
O 1.5779 -1.1910 3.5769  -0.438
O 0.6471 4.1090 5.8294  -0.594
O -1.6592 3.1708 -3.2760  -0.540
O 0.9669 -7.2970 -5.5451  -0.637
O 4.5295 1.2851 0.9203  -0.762
O 1.4583 0.2807 9.7024  -0.573
O -0.4279 -0.1412 -8.5301  -0.575
O -1.6335 1.4407 -4.6626  -0.579
O -2.3662 3.4467 -5.5058  -0.636
O -6.0746 -0.6761 3.3285  -0.609
O 0.2245 -2.8253 1.6972  0.000
O 3.3196 5.0920 -5.3655  -0.612
O 2.0833 3.7113 -2.4402  -0.391
O -5.4755 4.2027 -4.9474  -0.626
O 6.6786 2.4841 -1.7832  -0.632
C -1.9571 2.7828 -4.6073  0.777
C 1.1203 -1.4195 -1.9089  0.380
C -4.1588 -1.8176 1.0188  -0.607
C -0.0083 0.9102 1.6533  0.128
C -0.4973 1.7527 2.7839  0.544
C -3.9912 0.0937 -0.8172  -0.795
C -0.5177 2.3555 -2.8906  0.334
C 0.5510 0.1982 -5.4250  -1.448
C -3.8048 -1.4486 -0.4972  -0.429
C -2.2416 0.2446 -2.7048  -1.934
C -2.9709 -1.5207 3.4243  -0.717
C 0.1217 3.0948 2.9061  -0.384
C 1.2999 -0.2928 -3.0115  -0.485
C 0.0443 -0.0933 -3.9566  -0.232
C -1.6955 2.0286 5.6866  -0.951
C -2.8063 -1.4784 1.8425  1.790
C -2.6378 0.7974 -1.2832  0.549
C -1.8189 -0.7605 4.2177  0.156
C 1.1597 3.5978 1.9800  -1.251
C -3.5311 1.6807 3.2284  -0.539
C -1.0127 0.9586 -3.4017  1.828
C 0.9959 1.4398 0.7157  -0.744
C 1.5911 2.7739 0.8558  -1.095
C 2.4949 -1.5433 -1.1354  -0.604
H 4.6319 2.1678 0.5419  0.318
H 0.6357 -2.3082 -7.8417  0.338
H 3.1756 -7.1601 -1.6657  0.295
H -3.7565 1.1248 2.2757  -0.295
H 0.9387 -5.3213 6.1916  0.290
H 1.6551 0.6387 -2.4940  -0.416
H 1.3820 -0.8782 4.4662  0.149
H 3.2697 -1.9959 -1.8192  0.436
H 3.1793 -4.5471 -1.3019  0.350
H 1.2591 0.6057 10.5880  0.289
H -4.9482 -1.0934 1.4140  0.074
H -2.0083 -0.9722 5.3128  0.546
H 1.7508 1.0082 7.2342  0.287
H 1.0699 3.4493 6.4011  0.341
H 4.0035 -2.4702 5.1682  0.276
H 2.3605 -2.1674 -0.2133  -0.188
H 0.9052 -3.2997 -8.9630  0.302
H 2.1589 -0.6381 -3.6591  0.440
H 0.6739 -3.2431 0.9499  0.131
H 6.5485 1.5314 -1.7106  0.317
H -5.9756 0.2041 2.9440  0.265
H -2.0605 -2.2701 1.5662  -0.007
H -1.2589 -5.0568 2.7806  0.239
H -0.1845 -0.2446 -6.1538  0.312
H -1.8255 0.5937 -0.5337  -0.521
H -3.4780 2.7713 2.9450  0.343
H 1.5326 -5.6538 4.8324  0.295
H 2.8517 -4.4719 0.1815  0.252
H -4.7013 0.1546 -1.6954  0.583
H 6.4727 2.8163 -0.9014  0.331
H 2.3588 3.0600 0.0994  0.647
H 1.6674 -5.3168 -2.3903  0.230
H -0.4040 -0.2111 -9.4915  0.284
H -4.0011 -1.2114 3.7901  0.166
H 1.1989 -6.3154 -3.4423  0.399
H -0.3441 -0.1319 1.4404  0.495
H -6.8967 7.0319 -3.8393  0.308
H -2.0463 -0.8561 -2.5803  0.304
H -0.4966 -1.0815 -3.9931  0.728
H 1.3408 -0.6736 9.7711  0.290
H 0.2267 5.1434 -4.0188  0.339
H 2.9139 -0.5499 -0.8090  0.236
H 1.3872 4.5705 5.4195  0.315
H -0.8000 -1.1804 3.9796  -0.403
H 1.5356 -0.2988 -5.6675  0.429
H 3.6920 -1.0032 4.9231  0.325
H 2.4077 5.0816 -5.0315  0.491
H 3.6166 1.2741 1.2447  0.240
H -2.4773 -0.4784 1.4415  -1.387
H 3.4172 5.9612 -5.7689  0.302
H 6.5922 4.4988 0.9876  0.286
H 2.2438 1.9871 8.2827  0.277
H -6.9805 -0.6831 3.6604  0.274
H -0.3951 -3.4971 2.0081  0.007
H -4.5185 4.1568 -5.0773  0.352
H 4.3581 -0.6399 1.4542  0.391
H -0.9020 1.5131 6.2922  0.150
H -6.6230 5.5637 -3.5571  0.331
H 0.6800 1.2795 -5.6758  0.186
H -0.6720 0.7780 -8.3681  0.274
H 1.6417 4.5997 2.0994  0.311
H 0.8826 -2.4291 -2.3493  0.497
H -4.3734 1.4688 3.9386  0.337
H 1.3172 0.7982 -0.1368  1.088
H -2.8651 -2.6226 3.7259  0.282
H 3.3430 -1.5236 2.1713  0.289
H -1.3764 -4.7933 4.2737  0.258
H 0.6434 -7.3745 -6.4492  0.298
H 4.2874 -6.9657 -2.6849  0.275
H 2.9989 3.6125 -2.7709  0.358
H -2.8068 1.9152 -1.3082  0.440
H -0.1619 3.7779 3.7363  0.186
H -3.1573 0.3343 -3.3533  0.409
H 1.4661 -2.1472 3.6350  0.246
H 0.2598 -1.1513 -1.2373  -0.415
H 1.2303 -6.3697 -5.4701  0.338
H -0.4215 2.4152 -1.7704  0.177
H -4.4758 -2.8826 1.1454  0.419
H -4.4866 0.6643 0.0182  0.337
H -4.2881 -2.1355 -1.2373  0.491
H 5.9669 3.4562 1.9030  0.332
H -5.8174 3.4673 -5.4673  0.294
H -2.6732 1.9117 6.2357  0.287
H -2.6890 -1.6445 -0.5768  -0.177
H -1.3877 3.1027 5.5742  0.269

Forces on atoms 1 to 6 (eV/Å):
2.89 -0.93 -2.41
-0.15 0.52 -0.73
0.19 -0.33 0.00
-0.02 0.13 -0.12
-0.12 -0.18 0.09
0.11 0.05 0.01

- The lowest DFT total energy belongs to which entry?
  C24H85O27PSi

- Which formula does entry 1 have?
  C24H74O13

- The highest DFT total energy belongs to which entry?
  C24H74O13